DFT (ωB97M-V/def2-TZVPD) results for C15H26N6O7Tl as an isolated structure.

XYZ file:
```
55
Properties=species:S:1:pos:R:3:lowdin_charge:R:1
O 0.135 -1.250 -3.144 -0.384
H 0.019 -1.786 -3.936 0.010
Tl -0.119 0.153 -0.736 1.074
N 1.518 -1.297 -0.989 -0.133
N -0.593 -1.915 0.246 -0.061
N 0.678 2.150 -0.260 -0.061
N -1.252 1.121 1.045 -0.063
O 2.642 -0.851 -1.290 0.083
O 1.840 2.694 -0.787 -0.002
O -2.134 0.473 1.866 -0.004
O -1.534 -2.098 1.102 0.022
C 0.010 -2.972 -0.370 -0.212
C 1.220 -2.635 -1.026 -0.200
C 0.024 3.000 0.552 -0.211
C -1.074 2.433 1.299 -0.230
C 2.043 -3.557 -1.835 0.024
H 2.054 -3.224 -2.881 0.116
H 1.655 -4.576 -1.787 0.084
H 3.073 -3.568 -1.462 0.110
C -0.607 -4.319 -0.406 0.016
H -1.580 -4.289 -0.912 0.117
H -0.760 -4.704 0.607 0.105
H 0.016 -5.033 -0.948 0.080
C 0.503 4.399 0.719 0.015
C -1.863 3.260 2.267 0.017
H 1.190 4.637 -0.101 0.092
H 1.042 4.530 1.674 0.120
H -0.330 5.118 0.722 0.107
H -2.433 2.608 2.938 0.093
H -2.557 3.925 1.727 0.112
H -1.206 3.909 2.868 0.103
H 2.258 1.969 -1.294 0.105
H -1.978 -0.504 1.651 0.077
C -1.677 0.197 -2.202 -0.169
H -1.177 -0.306 -3.067 -0.023
H -1.947 1.262 -2.236 0.006
H -2.496 -0.381 -1.762 0.011
O 1.837 0.687 -3.669 -0.108
H 1.436 -0.221 -3.568 -0.017
H 1.006 1.205 -3.722 0.038
N 1.331 0.784 6.913 0.179
C 0.817 0.972 5.666 -0.478
O -0.097 1.775 5.468 0.045
C 1.433 0.181 4.551 -0.088
C 2.547 -0.666 4.682 0.004
C 3.016 -1.334 3.550 -0.022
C 2.376 -1.083 2.316 -0.128
N 1.338 -0.265 2.165 0.057
C 0.868 0.325 3.260 -0.057
H 0.909 1.273 7.687 0.121
H 2.019 0.091 7.142 0.089
H 3.032 -0.800 5.648 0.114
H 3.858 -2.027 3.559 0.114
H 2.727 -1.552 1.399 0.093
H -0.014 0.945 3.101 0.098
```

- Charge: +1
- Maximum force: 4.295 eV/Å
- Total energy: -1614.26503 Ha
- Spin multiplicity: 1
- M: 606.79 Da